{"formula": "C20H17N5O3S", "method": "ωB97M-V with the def2-TZVPD basis set", "de_lowest_kj_mol": 1509.8, "total_charge": 0, "lumo_energy_ev": 0.10, "symbols": ["C", "H", "O", "C", "C", "C", "C", "C", "C", "H", "H", "C", "N", "O", "C", "N", "C", "H", "H", "S", "C", "N", "C", "C", "C", "O", "N", "H", "C", "C", "C", "C", "C", "C", "H", "H", "H", "H", "H", "N", "H", "H", "H", "H", "H", "H"], "positions_angstrom": [[-9.9785, 0.3044, -0.5057], [-10.7061, 0.3542, -1.2957], [-8.7074, 0.3341, -1.4093], [-7.6042, 0.1303, -0.7965], [-7.4392, -0.0454, 0.4578], [-6.2415, -0.0404, 1.1768], [-5.1728, -0.1361, 0.4447], [-5.2998, 0.0437, -1.2266], [-6.6030, 0.1325, -1.7149], [-6.6830, 0.0872, -2.6933], [-4.4780, 0.1804, -1.7356], [-3.8512, -0.0027, 0.7148], [-3.4355, -0.3158, 1.9819], [-2.0824, -0.1340, 2.1947], [-1.6723, -0.2505, 0.7653], [-2.6948, -0.1949, 0.1563], [-0.1827, -0.4812, 0.6655], [0.2569, -0.9906, 1.4295], [0.0565, -0.5779, -0.4607], [0.4878, 1.4053, 0.8402], [2.1473, 0.9203, 0.3429], [2.3822, -0.2124, 0.3702], [3.8111, -0.4970, 0.0667], [4.7561, 0.3917, 0.1984], [4.4715, 1.8922, -0.0146], [5.2881, 2.7122, 0.2307], [3.0984, 1.7419, 0.4438], [2.8347, 3.0446, 0.5805], [6.1573, -0.0381, -0.0617], [6.8551, -1.0988, 0.5941], [8.1653, -1.2631, 0.2830], [8.8935, -0.6624, -0.6764], [8.3874, 0.4644, -1.2141], [7.0022, 0.6150, -1.0708], [6.5538, 1.5077, -1.5743], [8.9975, 1.2117, -1.8794], [9.9934, -0.8770, -0.8685], [8.5933, -2.1732, 1.1496], [6.2164, -1.5720, 1.2565], [3.9275, -1.8079, -0.0945], [5.0033, -2.2862, -0.4344], [3.0945, -2.4263, -0.1477], [-6.1243, -0.0196, 2.2218], [-8.3507, 0.0329, 1.3160], [-10.2468, -0.5308, -0.0446], [-9.8769, 1.1275, 0.0377]], "forces_ev_per_a": [[1.9696, 0.7424, -6.7613], [-0.5249, 0.7887, -0.1708], [-6.4991, -0.4371, 0.6166], [-0.0917, -0.0768, -3.0417], [-3.0767, 0.2989, 9.7333], [-1.1162, -0.6800, -0.3730], [0.5459, 1.6784, -9.6685], [-6.4818, -0.9637, 6.7782], [6.9531, -0.5854, 3.8997], [-1.2047, 0.3583, -4.5852], [4.2384, 0.2270, -2.6938], [5.0662, -3.2548, 8.9699], [-2.7809, 2.8954, 3.8237], [-1.6839, -1.8134, -3.2216], [3.8540, 0.0592, 6.1337], [0.2003, 0.8191, -11.3495], [-2.0836, 5.1861, -4.9310], [1.0400, -1.7520, 1.5746], [-0.0536, -0.8066, 2.2600], [-0.4655, -1.4090, -0.4150], [-5.6284, 6.7963, 1.8981], [4.7255, -12.5040, -2.5909], [-5.5858, -2.1356, 1.5133], [4.9961, 2.5971, -3.1805], [-1.1021, -7.7488, 4.6230], [-0.5624, 2.6285, -1.1697], [2.9522, 15.9472, -0.5033], [0.1910, -4.9519, -0.3583], [2.9768, -0.0635, -2.1032], [-1.9800, 3.7399, -2.1341], [1.0767, -6.1156, 4.8932], [4.2564, 0.0943, 0.2679], [-1.4049, 1.7786, -2.6415], [-1.9232, 2.3338, 1.2751], [0.3545, -0.9224, 0.3974], [-1.3232, -1.7555, 1.2499], [-1.5630, -0.0602, 0.5929], [-0.4960, 2.6353, -3.2806], [-0.0905, -1.5030, 1.8738], [4.1972, -4.4818, -1.7174], [-4.6400, 2.1710, 1.3584], [1.1418, 1.1049, 0.0936], [-0.4229, 0.0015, 1.2056], [2.0517, -0.3102, -3.0668], [0.1276, -3.8888, 2.3882], [-0.1300, 3.3384, 2.5374]], "lowdin_charge": [0.054, 0.095, -0.010, -0.459, -0.039, -0.040, -0.125, 0.148, 0.017, 0.076, 0.032, -0.301, 0.112, -0.017, -0.382, 0.153, -0.205, 0.042, 0.118, 0.935, -0.863, 0.104, -0.312, -0.082, -0.369, 0.123, 0.078, 0.287, -0.138, -0.099, -0.144, -0.159, -0.106, -0.022, 0.109, 0.146, 0.129, 0.186, 0.082, 0.108, 0.230, 0.116, 0.115, 0.185, 0.045, 0.047]}

---

{"formula": "C2H7NO2", "method": "ωB97M-V with the def2-TZVPD basis set", "de_lowest_kj_mol": 223.2, "total_charge": 0, "lumo_energy_ev": 0.57, "smiles": "C=O.NCO", "symbols": ["C", "O", "H", "H", "N", "C", "O", "H", "H", "H", "H", "H"], "positions_angstrom": [[2.5210, 0.9415, -0.1207], [2.1482, -0.0112, 0.5036], [2.0927, 1.9566, -0.0048], [3.1656, 0.8464, -1.0137], [-2.3410, 0.1010, 0.6224], [-1.7438, -0.4670, -0.5580], [-0.3349, -0.6267, -0.5320], [-1.8610, 0.9408, 0.9394], [-2.1440, -0.5406, 1.3904], [-2.0208, 0.1307, -1.4332], [-2.2223, -1.4309, -0.7392], [-0.0006, -0.0444, 0.1630]], "forces_ev_per_a": [[-0.6910, 0.0012, -1.1006], [0.3272, 0.2563, 0.3838], [0.1374, -0.0382, 0.4607], [0.3720, -0.1290, 0.3047], [0.5805, -0.3669, 0.7919], [-0.5017, 0.2734, -0.7071], [-0.2191, 0.0310, 0.2471], [-0.1636, 0.2635, -0.5129], [-0.3818, -0.1053, -0.0623], [0.1045, 0.2810, 0.1430], [0.2707, -0.1916, 0.2044], [0.1648, -0.2751, -0.1526]], "lowdin_charge": [-0.133, -0.007, 0.084, 0.086, 0.011, -0.363, -0.078, 0.067, 0.074, 0.106, 0.111, 0.041]}

---

{"formula": "C5H11N3", "method": "ωB97M-V with the def2-TZVPD basis set", "de_lowest_kj_mol": 479.8, "total_charge": 0, "lumo_energy_ev": 0.50, "symbols": ["C", "C", "N", "C", "N", "C", "C", "N", "H", "H", "H", "H", "H", "H", "H", "H", "H", "H", "H"], "positions_angstrom": [[1.4432, -1.1497, 0.9074], [0.4534, 1.7806, 1.1248], [-1.3621, -0.1938, -1.3027], [0.9980, -0.3030, -0.2597], [-2.2636, -0.6844, -0.3208], [-0.2107, -1.0423, -1.5030], [0.6891, 1.0439, -0.1455], [1.0850, -0.8168, -1.5711], [-1.3789, 0.7307, -1.7297], [-2.3000, -0.0443, 0.4737], [-3.2154, -0.8030, -0.6705], [-0.5556, -2.0020, -1.9303], [0.7281, 1.6509, -1.0457], [0.6154, -1.3368, 1.5985], [2.2463, -0.6694, 1.4735], [1.8061, -2.1206, 0.5597], [-0.2218, 2.6242, 0.9610], [0.0416, 1.1351, 1.9033], [1.4021, 2.2007, 1.4772]], "forces_ev_per_a": [[-0.2341, -0.2565, -0.1815], [0.1170, 0.0771, 0.0967], [0.4390, -1.8672, -0.2144], [2.3674, 5.8709, 1.9262], [-0.0057, 0.7456, -0.3836], [-1.1999, -0.8761, -3.9551], [1.3681, -2.0153, 0.4542], [-2.8488, -1.4037, 1.1601], [0.0862, -0.2494, 0.9360], [0.1558, -0.2121, -0.1672], [0.4222, 0.1414, -0.1744], [-0.1310, 0.0651, 0.2770], [-0.2772, -0.2453, -0.0707], [-0.0054, -0.0167, -0.0042], [-0.1072, 0.0306, -0.1089], [-0.0688, 0.1327, -0.0263], [-0.0392, -0.0662, 0.1389], [0.0525, 0.1061, 0.0649], [-0.0911, 0.0391, 0.2321]], "lowdin_charge": [-0.037, -0.117, -0.133, -0.440, 0.016, -0.202, -0.154, 0.125, 0.129, 0.075, 0.076, 0.117, 0.099, 0.078, 0.080, 0.078, 0.066, 0.067, 0.076]}

---

| no. | Kohn-Sham gap (eV) |
| --- | --- |
| 1 | 8.2 |
| 2 | 10.6 |
| 3 | 8.2 |